50
Properties=species:S:1:pos:R:3:lowdin_charge:R:1 method="wB97M-V/def2-TZVPD" s2=6.051 total_charge=+1 total_energy_ev=-68032.573 relative_energy_ev=0.894 multiplicity=5 homo_ev="-11.57 / -11.64"
Mn -0.365 0.476 0.122 1.05
C -1.534 4.164 -1.540 -0.04
C -0.668 4.369 -2.618 -0.02
C 0.383 3.510 -2.806 0.02
C 0.584 2.426 -1.939 -0.28
N -0.294 2.209 -0.933 0.03
C -1.312 3.084 -0.739 -0.11
N 1.701 1.659 -2.168 0.19
C 2.063 0.708 -1.389 -0.24
N 1.434 0.245 -0.249 0.02
C 2.152 -0.829 0.307 -0.24
N 1.894 -1.517 1.342 0.20
C 0.836 -1.281 2.209 -0.28
C 0.677 -2.188 3.256 0.03
C -0.273 -1.961 4.224 -0.02
C -1.052 -0.809 4.158 -0.05
C -0.875 0.027 3.087 -0.13
N 0.024 -0.206 2.110 0.05
C 3.335 -1.026 -0.550 -0.09
C 4.356 -1.949 -0.463 0.01
C 5.334 -1.905 -1.451 -0.04
C 5.280 -0.966 -2.480 -0.05
C 4.248 -0.040 -2.558 0.01
C 3.282 -0.092 -1.574 -0.10
H -2.360 4.829 -1.334 0.12
H -0.817 5.205 -3.288 0.12
H 1.100 3.637 -3.603 0.13
H -1.949 2.900 0.114 0.11
H 1.332 -3.047 3.277 0.13
H -0.402 -2.664 5.037 0.12
H -1.786 -0.571 4.915 0.12
H -1.476 0.921 2.981 0.12
H 4.382 -2.672 0.341 0.12
H 6.150 -2.615 -1.423 0.11
H 6.055 -0.962 -3.235 0.11
H 4.200 0.691 -3.354 0.12
C -3.870 -0.791 -1.075 0.01
C -3.060 -0.871 0.205 -0.47
C -3.895 -1.214 1.413 0.01
O -2.415 0.453 0.424 -0.11
C -1.899 -1.854 -0.001 -0.56
O -2.039 -3.017 0.256 0.14
O -0.806 -1.296 -0.490 -0.10
H -4.663 -0.043 -0.989 0.10
H -4.336 -1.760 -1.257 0.11
H -3.235 -0.546 -1.927 0.10
H -4.739 -0.526 1.513 0.10
H -3.297 -1.191 2.325 0.08
H -4.281 -2.224 1.288 0.11
H -3.103 1.121 0.528 0.12